(1)
Entry from the Open Molecules 2025 dataset: a cluster of 5 separate species, H9O5 in total at a distorted geometry (ωB97M-V/def2-TZVPD).

Output
**ΔE to the lowest compared entry with this formula, charge and spin**: 5.66 kcal/mol
**Kohn-Sham gap**: 9.318 eV
**Total charge**: -1
**Total energy**: -10385.3291 eV

Each line ends with the natural charge from an NBO analysis.
Cartesian coordinates (Å):
1 O 1.3367 0.0265 2.3260  -1.021
2 H 2.2959 -0.0264 2.2530  0.439
3 O -1.4488 1.0039 0.6531  -1.034
4 H -0.8560 0.2267 0.4229  0.514
5 H -1.2083 1.2140 1.5594  0.469
6 O 0.4714 -0.7168 0.0202  -1.267
7 H -0.0266 -1.4759 -0.2918  0.441
8 H 1.0760 -0.1478 1.3473  0.519
9 O 2.4214 -0.6084 -1.9190  -1.007
10 H 3.0100 0.0023 -1.4670  0.445
11 H 1.6277 -0.6032 -1.3258  0.518
12 O -3.3082 0.3959 -1.3052  -0.979
13 H -2.8809 0.3283 -0.4240  0.501
14 H -2.5106 0.3810 -1.8488  0.462

***

(2)
Entry from the Open Molecules 2025 dataset: a cluster of 2 separate species, C10H16O in total at a distorted geometry (ωB97M-V/def2-TZVPD).

Output
**ΔE to the lowest compared entry with this formula, charge and spin**: 65.83 kcal/mol
**SMILES**: CCc1ccc(O)cc1.CC
**Kohn-Sham gap**: 9.071 eV
**Total energy**: -12674.8704 eV

Each line ends with the natural charge from an NBO analysis.
Cartesian coordinates (Å):
1 C -0.2093 2.6960 -0.3174  -0.435
2 C -1.2972 3.4204 -1.0860  -0.601
3 C -0.1766 1.2386 -0.8289  -0.023
4 C -1.1453 0.3273 -0.5706  -0.208
5 C 0.8866 0.9621 -1.7953  -0.184
6 C -1.0188 -1.0387 -0.9065  -0.295
7 C 0.8711 -0.3588 -2.2339  -0.246
8 C 0.0140 -1.3583 -1.7480  0.291
9 O 0.3600 -2.5932 -2.1041  -0.674
10 H 0.7348 3.2436 -0.4336  0.217
11 H -0.6359 2.5317 0.6892  0.216
12 H -1.2797 4.5292 -0.9870  0.208
13 H -2.0086 0.5440 0.1420  0.209
14 H 1.5497 1.6143 -2.1268  0.204
15 H -1.7693 -1.7406 -0.6469  0.212
16 H 1.6303 -0.8069 -2.9071  0.217
17 H -0.0028 -3.2814 -1.5895  0.484
18 H -2.2806 3.1090 -0.7492  0.205
19 H -1.3795 3.2028 -2.2784  0.202
20 C 0.5416 -2.6725 2.4370  -0.616
21 C 1.2322 -1.4678 3.0868  -0.607
22 H 0.5414 -2.3449 1.4213  0.209
23 H 1.2261 -3.5290 2.4138  0.203
24 H -0.4407 -2.8406 2.8323  0.213
25 H 1.6138 -1.6414 4.0839  0.195
26 H 0.3972 -0.7484 3.4098  0.195
27 H 2.0457 -0.9966 2.7930  0.208

***

(3)
Entry from the Open Molecules 2025 dataset: a cluster of 2 separate species, C6H15N2 in total at a distorted geometry (ωB97M-V/def2-TZVPD).

Output
**ΔE to the lowest compared entry with this formula, charge and spin**: 106.70 kcal/mol
**Kohn-Sham gap**: 9.817 eV
**Total charge**: +1
**Total energy**: -9435.3448 eV

Each line ends with the natural charge from an NBO analysis.
Cartesian coordinates (Å):
1 C -1.1840 0.2160 -1.5986  -0.429
2 C -1.1861 -1.1689 -1.1180  -0.420
3 C -0.7641 -0.0985 -0.2116  0.051
4 C 1.1678 -0.8330 1.4007  -0.671
5 C 1.0504 1.6555 0.5470  -0.667
6 C 0.6473 0.1457 0.3706  0.201
7 N 1.5842 -0.4429 -1.2973  -0.817
8 N -1.9198 0.2247 0.7587  -0.672
9 H -0.3669 0.3687 -2.3335  0.303
10 H -2.1658 0.7802 -1.6817  0.221
11 H -2.1124 -1.6792 -0.7997  0.213
12 H -0.3753 -1.7150 -1.5932  0.272
13 H 2.2385 -0.4661 1.5800  0.249
14 H 1.1731 -1.8078 1.1621  0.230
15 H 0.7549 -0.7005 2.4611  0.218
16 H 2.0051 1.9203 -0.1806  0.262
17 H 0.1929 2.2816 0.2999  0.215
18 H 1.4461 1.7643 1.5775  0.239
19 H 2.3705 0.0732 -1.1949  0.341
20 H 1.7622 -1.3725 -1.1185  0.336
21 H -1.5887 -0.0298 1.6907  0.440
22 H -2.7568 -0.3135 0.5241  0.452
23 H -1.9732 1.1974 0.7552  0.435

***

(4)
Entry from the Open Molecules 2025 dataset: a structure of composition C22H18Cl3NO2PtSe3SiTe at a distorted geometry (ωB97M-V/def2-TZVPD).

Output
**ΔE to the lowest compared entry with this formula, charge and spin**: 38.21 kcal/mol
**Kohn-Sham gap (spin up / spin down)**: 3.325 / 3.320 eV
**Total charge**: -2
**Total energy**: -280719.8934 eV

Each line ends with the natural charge from an NBO analysis.
Cartesian coordinates (Å):
1 Pt 1.2439 -1.9609 -1.1457  0.340
2 Se 3.6107 -1.3823 -1.3362  -0.422
3 Se 4.9081 -2.5046 0.1145  -0.304
4 Te 3.5803 -2.9086 2.2761  0.075
5 Se 1.2989 -2.1204 1.9796  -0.755
6 C -0.6894 -2.1466 -1.5565  -0.257
7 C -1.8959 -2.2650 -1.6494  -0.200
8 C -3.3018 -2.2017 -1.6022  -0.092
9 C -3.9182 -2.1594 -0.3448  -0.159
10 C -5.2814 -1.9966 -0.2401  -0.237
11 C -6.0628 -1.8804 -1.3799  -0.267
12 C -5.4663 -1.9488 -2.6287  -0.219
13 C -4.1004 -2.1127 -2.7456  -0.211
14 H -3.2991 -2.2415 0.5361  0.217
15 H -5.7379 -1.9370 0.7397  0.195
16 H -7.1301 -1.7320 -1.2917  0.190
17 H -6.0723 -1.8466 -3.5208  0.192
18 H -3.6344 -2.1527 -3.7210  0.213
19 C 0.3137 3.1690 2.5527  -0.251
20 O 1.3144 3.1565 1.5755  -0.536
21 C 2.3130 2.2125 1.6731  0.322
22 C 2.6347 1.5817 2.8600  -0.293
23 C 3.7583 0.7724 2.9538  -0.189
24 C 4.5855 0.6237 1.8548  -0.219
25 C 4.2466 1.2120 0.6515  -0.195
26 C 3.0833 1.9740 0.5112  0.079
27 N 2.7951 2.5639 -0.6959  -0.565
28 C 1.5390 2.9972 -1.1185  0.192
29 C 0.3322 2.3571 -0.8649  -0.219
30 C -0.8857 3.0821 -0.8804  -0.152
31 C -2.0622 2.5400 -0.4296  -0.282
32 C -2.0715 1.2368 0.0747  -0.178
33 C -0.9399 0.4579 -0.0079  -0.218
34 C 0.2460 0.9318 -0.5907  0.445
35 O 1.2180 0.1606 -0.9273  -0.636
36 H -0.4772 3.8108 2.1607  0.188
37 H 0.6806 3.5850 3.5042  0.158
38 H -0.0958 2.1693 2.7235  0.198
39 H 2.0157 1.7268 3.7341  0.208
40 H 3.9828 0.2789 3.8899  0.216
41 H 5.4881 0.0268 1.9251  0.231
42 H 4.8871 1.0764 -0.2127  0.220
43 H 3.5033 2.4160 -1.4050  0.412
44 H 1.5335 4.0035 -1.5312  0.174
45 H -0.8520 4.1098 -1.2278  0.193
46 H -2.9737 3.1295 -0.4420  0.200
47 H -2.9742 0.8203 0.5002  0.213
48 H -0.9426 -0.5700 0.3382  0.259
49 Cl 2.9395 -5.3287 -0.3317  -0.444
50 Si 1.4098 -4.2597 -1.3412  1.109
51 Cl 1.6379 -5.1314 -3.2670  -0.481
52 Cl -0.2366 -5.3922 -0.6905  -0.459